Density functional theory data (the ωB97M-V functional and the def2-TZVPD basis) for one molecule with the formula C3H4O2.

Values from the calculation:
- E_LUMO: 0.022 Eh
- Highest occupied orbital energy: -0.3716 Ha
- Charge: 0
- Spin multiplicity: 1

Each atom is followed by the atoms it is bonded to, with distances in Å.
Positions of all 9 atoms, in Å:
1 C 1.01 0.40 -0.22  C2 1.515, H4 1.079, O8 1.241
2 C -0.28 -0.14 0.38  C1 1.515, C3 1.367, H5 1.008, O9 1.310
3 C -1.50 0.46 0.22  C2 1.367, H6 1.082, H7 1.191, O9 1.381
4 H 0.80 1.01 -1.08  C1 1.079
5 H -0.10 -0.78 1.15  C2 1.008
6 H -2.14 0.10 1.01  C3 1.082
7 H -1.91 1.46 -0.27  C3 1.191
8 O 2.08 -0.12 0.12  C1 1.241
9 O -1.09 -0.64 -0.51  C2 1.310, C3 1.381



Density functional theory data (the ωB97M-V functional and the def2-TZVPD basis) for one molecule with the formula C3H4O2.

Values from the calculation:
- E_LUMO (spin up / spin down): 0.033 / 0.010 Eh
- Highest occupied orbital energy (spin up / spin down): -0.2814 / -0.2534 Ha
- Charge: 0
- Spin multiplicity: 1

Each atom is followed by the atoms it is bonded to, with distances in Å.
Positions of all 9 atoms, in Å:
1 C -0.49 -0.38 -0.56  C2 1.475, C3 1.672, H6 1.185, H8 1.001
2 C -0.95 1.02 -0.49  C1 1.475, O4 1.280, H7 1.068
3 C 0.86 0.26 0.19  C1 1.672, O4 1.451, O5 1.246
4 O 0.06 1.48 0.14  C2 1.280, C3 1.451
5 O 1.94 0.33 -0.41  C3 1.246, H9 0.978
6 H -0.28 -0.50 -1.72  C1 1.185
7 H -1.86 1.57 -0.44  C2 1.068
8 H -1.23 -1.02 -0.35  C1 1.001
9 H 2.00 1.28 -0.63  O5 0.978



The records above give, respectively, strongest force on any atom values of 7.0 8.5 eV/A.
The records above give, respectively, ΔE to the lowest compared entry with this formula, charge and spin values of 69.3 131.3 kcal/mol.